Record 1
Here is a structure of composition C40H96AsBF10N5O3 in a non-equilibrium geometry from the Open Molecules 2025 dataset. Energies are from wB97M-V/def2-TZVPD.

```
156
C40H96AsBF10N5O3 wB97M-V/def2-TZVPD
As -0.65 -6.37 11.18
F 1.00 -6.53 11.74
F -1.31 -7.41 12.44
F -2.26 -6.14 10.59
F -0.08 -5.51 9.79
F -0.45 -7.79 10.28
F -0.80 -4.98 12.20
C -2.33 -2.25 4.69
C -0.87 -2.16 5.01
N -0.60 -1.57 6.36
C 0.89 -1.46 6.52
C -1.12 -0.15 6.48
C -0.88 0.74 5.29
C -1.17 -2.38 7.48
C -0.52 -2.31 8.84
O -0.45 -1.00 9.33
C 0.12 -0.96 10.63
H -2.49 -2.60 3.68
H -2.83 -1.29 4.77
H -2.87 -2.90 5.39
H -0.31 -1.52 4.33
H -0.43 -3.16 5.01
H 1.30 -2.46 6.48
H 1.13 -0.98 7.47
H 1.30 -0.87 5.71
H -0.74 0.27 7.40
H -2.20 -0.24 6.62
H -1.17 1.76 5.54
H -1.45 0.46 4.40
H 0.17 0.80 5.02
H -1.13 -3.42 7.14
H -2.25 -2.21 7.52
H 0.47 -2.78 8.82
H -1.16 -2.93 9.48
H -0.15 -0.01 11.08
H 1.19 -1.18 10.57
H -0.39 -1.69 11.29
C -3.30 -9.69 11.54
C -4.07 -10.96 11.79
N -3.73 -12.18 10.94
C -4.43 -13.32 11.62
C -4.17 -11.99 9.51
C -5.66 -11.82 9.33
C -2.24 -12.40 10.91
C -1.73 -13.82 10.73
O -2.51 -14.52 9.80
C -1.90 -15.74 9.40
H -3.64 -9.07 10.71
H -2.21 -9.75 11.55
H -3.43 -9.07 12.44
H -5.15 -10.86 11.72
H -3.77 -11.29 12.79
H -3.95 -13.48 12.58
H -4.36 -14.19 10.98
H -5.46 -13.02 11.73
H -3.96 -12.94 9.01
H -3.56 -11.19 9.10
H -6.25 -12.58 9.85
H -5.95 -11.88 8.28
H -6.07 -10.85 9.63
H -1.88 -11.97 11.85
H -1.90 -11.72 10.13
H -1.60 -14.40 11.66
H -0.69 -13.71 10.39
H -1.53 -16.32 10.25
H -1.09 -15.52 8.70
H -2.67 -16.34 8.93
C -1.70 -12.75 16.74
C -1.71 -11.64 17.76
N -1.00 -10.36 17.36
C 0.39 -10.69 17.03
C -1.66 -9.75 16.13
C -1.24 -8.35 15.79
C -0.95 -9.39 18.52
C -2.26 -8.77 18.97
O -3.26 -9.72 19.24
C -4.48 -9.11 19.66
H -2.17 -12.44 15.80
H -2.30 -13.57 17.13
H -0.71 -13.13 16.46
H -1.24 -11.93 18.70
H -2.73 -11.37 18.02
H 0.94 -9.77 16.80
H 0.46 -11.34 16.17
H 0.91 -11.12 17.88
H -2.72 -9.77 16.41
H -1.52 -10.49 15.35
H -0.19 -8.09 15.99
H -1.81 -7.58 16.30
H -1.39 -8.15 14.73
H -0.30 -8.57 18.22
H -0.48 -9.95 19.32
H -2.61 -7.97 18.31
H -2.00 -8.23 19.90
H -5.15 -9.88 20.01
H -4.97 -8.63 18.79
H -4.32 -8.33 20.41
C -8.82 -3.58 12.15
C -7.42 -3.39 12.75
C -6.74 -2.26 12.02
N -5.48 -1.71 12.66
C -5.82 -0.98 13.90
C -4.49 -2.81 12.93
C -3.81 -3.06 11.59
C -3.88 -1.71 10.86
C -4.80 -0.80 11.66
H -9.33 -4.43 12.59
H -8.79 -3.76 11.08
H -9.39 -2.66 12.30
H -6.88 -4.33 12.67
H -7.61 -3.16 13.80
H -7.38 -1.38 11.96
H -6.52 -2.56 11.00
H -6.33 -1.62 14.61
H -6.50 -0.17 13.64
H -4.91 -0.56 14.31
H -3.77 -2.44 13.66
H -5.00 -3.65 13.39
H -2.76 -3.31 11.73
H -4.32 -3.88 11.10
H -2.90 -1.25 10.85
H -4.12 -1.80 9.80
H -4.30 -0.03 12.24
H -5.62 -0.30 11.14
C 2.41 -4.19 13.40
C 3.30 -5.44 13.45
C 2.70 -6.65 14.12
N 3.48 -7.93 13.84
C 4.89 -7.71 14.24
C 3.39 -8.32 12.38
C 2.26 -9.36 12.34
C 2.58 -10.16 13.60
C 2.89 -9.10 14.63
H 2.96 -3.37 12.96
H 1.96 -3.88 14.35
H 1.55 -4.37 12.74
H 4.13 -5.12 14.10
H 3.72 -5.67 12.48
H 1.67 -6.83 13.80
H 2.70 -6.57 15.21
H 5.33 -6.96 13.60
H 5.41 -8.66 14.24
H 4.89 -7.35 15.27
H 4.31 -8.86 12.18
H 3.15 -7.51 11.71
H 2.38 -9.94 11.43
H 1.27 -8.91 12.33
H 3.44 -10.78 13.34
H 1.79 -10.86 13.86
H 3.51 -9.29 15.50
H 1.93 -8.69 14.97
B -0.52 -10.45 7.11
F 0.86 -10.43 7.37
F -1.09 -9.16 7.28
F -0.77 -10.87 5.79
F -1.19 -11.34 8.01
```

Its total energy is -5339.850384 a.u. The energy above the lowest of the compared OMol25 structures with the same formula, charge and spin is 0.0 kcal/mol. For the maximum force, the calculation gives 0.035 hartree/bohr. Its HOMO-LUMO gap is 8.4 eV. The calculation puts the LUMO energy at -5.5556 eV. As for the highest occupied orbital energy: -13.9 eV. Its spin multiplicity is 1. The net charge is +3.

Record 2
Here is a structure of composition C8H10Cl2FeIN6O4 from the Open Molecules 2025 dataset. Energies are from wB97M-V/def2-TZVPD.

```
32
C8H10Cl2FeIN6O4 wB97M-V/def2-TZVPD
Fe 0.36 -0.70 -0.01
N -0.61 0.26 -2.07
N 0.17 -0.11 -3.18
C 1.28 -0.85 -2.96
N 2.09 -1.18 -3.93
N 1.42 -1.17 -1.66
N 2.51 -1.82 -1.15
O 2.37 -1.90 0.08
O 3.42 -2.22 -1.80
H -1.57 -0.05 -2.22
H -0.60 1.27 -1.98
H -0.07 0.23 -4.10
H 1.92 -0.91 -4.89
H 2.91 -1.73 -3.72
Cl 3.85 1.75 2.01
C 2.32 1.24 2.70
Cl 1.30 2.60 3.21
C 1.51 0.49 1.68
O 1.36 0.92 0.47
O 0.93 -0.59 1.97
H 2.51 0.61 3.56
I -1.52 -2.71 0.57
C -2.24 -0.85 1.18
C -3.38 -0.66 1.93
C -3.68 0.65 2.30
C -2.84 1.68 1.91
C -1.71 1.39 1.16
N -1.43 0.14 0.79
H -4.00 -1.49 2.23
H -4.56 0.85 2.89
H -3.04 2.71 2.20
H -1.01 2.16 0.86
```

Its total energy is -3421.492545 a.u. For the maximum force, the calculation gives 0.010 hartree/bohr. Its HOMO-LUMO gap (spin up / spin down) is 9.4 / 7.6 eV. The calculation puts the LUMO energy (spin up / spin down) at -6.9698 / -8.7861 eV. As for the highest occupied orbital energy (spin up / spin down): -16.4 / -16.4 eV. Its spin multiplicity is 6. The net charge is +2.

Record 3
Here is a cluster of 2 separate species, C9H14 in total in a non-equilibrium geometry from the Open Molecules 2025 dataset. Energies are from wB97M-V/def2-TZVPD.

```
23
C9H14 wB97M-V/def2-TZVPD
C 0.86 -0.77 -3.95
C 1.24 0.39 -2.98
H 0.77 -1.78 -3.53
H -0.13 -0.50 -4.59
H 1.69 -0.63 -4.63
H 1.03 1.41 -3.50
H 2.30 0.58 -2.85
H 0.73 0.37 -1.93
C 1.51 0.91 2.54
C -0.32 1.22 0.75
C 0.27 0.42 1.81
C -1.45 0.63 0.09
C -0.12 -0.92 1.83
C -1.88 -0.65 0.31
C -1.18 -1.44 1.17
H -0.12 2.23 0.58
H -1.85 1.34 -0.56
H 1.66 1.99 2.32
H 2.38 0.84 1.99
H 0.44 -1.54 2.48
H -2.81 -1.00 -0.22
H -1.35 -2.56 1.41
H 1.68 0.54 3.60
```

Its total energy is -351.249453 a.u. The energy above the lowest of the compared OMol25 structures with the same formula, charge and spin is 50.7 kcal/mol. For the maximum force, the calculation gives 0.095 hartree/bohr. Its HOMO-LUMO gap is 10.0 eV. The calculation puts the LUMO energy at 0.9605 eV. As for the highest occupied orbital energy: -9.0 eV. Its spin multiplicity is 1. The structure (SMILES) is Cc1ccccc1.CC.

Record 4
Here is the ion C17H26NO5 with charge +1 in a non-equilibrium geometry from the Open Molecules 2025 dataset. Energies are from wB97M-V/def2-TZVPD.

```
49
C17H26NO5 wB97M-V/def2-TZVPD
C 2.53 3.35 0.17
N 1.20 2.86 -0.23
C 0.16 3.30 0.75
H 0.48 3.03 1.76
H -0.76 2.76 0.52
C -0.13 4.80 0.67
O -0.50 5.18 -0.63
C 0.52 4.89 -1.55
H 0.15 5.19 -2.53
C 0.82 3.39 -1.57
H 1.62 3.16 -2.28
H -0.09 2.87 -1.88
H 1.43 5.47 -1.33
H -0.98 5.03 1.31
H 0.73 5.39 1.02
C 1.21 1.37 -0.24
H 1.19 1.01 0.79
H 0.30 1.02 -0.75
C 2.41 0.70 -0.95
O 2.67 1.26 -2.21
H 2.20 0.73 -2.87
C 2.09 -0.80 -1.08
O 1.02 -0.90 -2.00
C 0.38 -2.16 -2.01
H 1.11 -2.96 -1.87
C -0.73 -2.27 -0.96
C -1.49 -3.59 -1.07
O -2.54 -3.63 -0.15
C -2.17 -3.26 1.12
C -3.00 -3.58 2.19
C -2.63 -3.24 3.48
C -1.44 -2.59 3.71
C -0.62 -2.24 2.66
C -0.98 -2.56 1.36
O -0.15 -2.17 0.33
H 0.32 -1.73 2.82
H -1.14 -2.34 4.72
H -3.28 -3.50 4.30
H -3.91 -4.11 1.98
H -1.94 -3.70 -2.06
H -0.79 -4.42 -0.89
H -1.45 -1.44 -1.09
H -0.07 -2.25 -3.00
H 2.97 -1.33 -1.47
H 1.82 -1.22 -0.11
H 3.32 0.82 -0.35
H 2.84 2.88 1.10
H 2.52 4.43 0.31
H 3.25 3.12 -0.61
```

Its total energy is -1094.064702 a.u. The energy above the lowest of the compared OMol25 structures with the same formula, charge and spin is 18.7 kcal/mol. For the maximum force, the calculation gives 0.023 hartree/bohr. Its HOMO-LUMO gap is 8.4 eV. The calculation puts the LUMO energy at -2.3380 eV. As for the highest occupied orbital energy: -10.7 eV. Its spin multiplicity is 1. The structure (SMILES) is C[N+]1(C[C@H](O)COC[C@H]2COc3ccccc3O2)CCOCC1. The net charge is +1.